[1]
Entry from the Open Molecules 2025 dataset: a cluster of 2 separate species, C2HClN2 in total (ωB97M-V with the def2-TZVPD basis set).

## Properties
E_tot ... -646.2182 Eh
HOMO level (spin up / spin down) ... -10.033 / -10.034 eV
E_LUMO (spin up / spin down) ... -3.55 / -3.55 eV
Gap between HOMO and LUMO (spin up / spin down) ... 6.487 / 6.488 eV

Each line ends with the Löwdin charge.
Atoms and positions in Å:
Cl1 4.194 0.956 0.012  0.54
N1 4.350 -0.873 0.014  -0.42
N2 3.608 -1.760 0.007  0.13
C1 1.357 -0.753 -0.079  -0.09
C2 0.371 -0.075 -0.092  -0.10
H1 -0.454 0.409 0.067  -0.07



[2]
Entry from the Open Molecules 2025 dataset: a cluster of 2 separate species, C2HClN2O in total (ωB97M-V with the def2-TZVPD basis set).

## Properties
E_tot ... -721.6355 Eh
HOMO level ... -10.849 eV
SMILES string ... N#CC#[N+][O-].Cl
E_LUMO ... -0.04 eV
Gap between HOMO and LUMO ... 10.810 eV

Each line ends with the Löwdin charge.
Atoms and positions in Å:
Cl1 3.321 0.210 0.735  0.25
O1 -1.370 2.332 -0.108  0.10
N1 -1.339 1.160 -0.098  -0.09
N2 -1.295 -2.485 0.133  0.18
C1 -1.273 -0.001 -0.131  0.02
C2 -1.274 -1.341 0.011  -0.21
H1 3.230 0.125 -0.542  -0.25



[3]
Entry from the Open Molecules 2025 dataset: a cluster of 2 separate species, C2HClN2O in total (ωB97M-V with the def2-TZVPD basis set).

## Properties
E_tot ... -721.5806 Eh
HOMO level (spin up / spin down) ... -11.156 / -10.948 eV
E_LUMO (spin up / spin down) ... -4.13 / -2.71 eV
Gap between HOMO and LUMO (spin up / spin down) ... 7.023 / 8.235 eV

Each line ends with the Löwdin charge.
Atoms and positions in Å:
Cl1 1.327 3.485 -0.826  0.16
O1 1.021 1.250 -0.124  -0.15
N1 -0.702 -0.441 -0.136  0.22
N2 -1.715 -2.651 -0.033  0.21
C1 -1.146 -1.634 -0.087  -0.29
C2 0.394 0.245 0.166  -0.31
H1 0.821 -0.254 1.040  0.16



[4]
Entry from the Open Molecules 2025 dataset: a cluster of 2 separate species, C2HClN2O2 in total (ωB97M-V with the def2-TZVPD basis set).

## Properties
E_tot ... -796.6414 Eh
HOMO level (spin up / spin down) ... -6.404 / -10.108 eV
E_LUMO (spin up / spin down) ... 0.63 / -2.85 eV
Multiplicity ... 3
Gap between HOMO and LUMO (spin up / spin down) ... 7.034 / 7.256 eV

Each line ends with the Mulliken spin population.
Atoms and positions in Å:
Cl1 0.438 1.907 -1.286  0.18
O1 0.472 0.960 2.499  0.50
O2 -2.178 -1.418 -0.678  0.30
N1 0.597 1.121 1.352  0.36
N2 -1.003 -1.298 -0.548  0.30
C1 0.460 1.094 0.192  0.46
C2 0.139 -1.024 -0.597  -0.11
H1 1.076 -1.343 -0.935  0.00



[5]
Entry from the Open Molecules 2025 dataset: the ion C2HClNO2 with charge -1 (ωB97M-V with the def2-TZVPD basis set).

## Properties
E_tot ... -742.2693 Eh
HOMO level ... -4.656 eV
Net charge ... -1
SMILES string ... [H]/N=C(\Cl)C(=O)[O-]
E_LUMO ... 3.58 eV
Gap between HOMO and LUMO ... 8.236 eV

Each line ends with the Löwdin charge.
Atoms and positions in Å:
Cl1 -0.199 1.880 -0.418  0.64
O1 1.410 -0.738 1.372  -0.08
O2 1.800 -0.534 -0.925  -0.07
N1 -1.518 -0.441 0.011  -0.01
C1 -0.275 0.267 -0.007  -0.72
C2 1.180 -0.487 0.155  -0.75
H1 -2.399 0.054 -0.188  -0.02



[6]
Entry from the Open Molecules 2025 dataset: a cluster of 3 separate species, C2HClNO4 in total (ωB97M-V with the def2-TZVPD basis set).

## Properties
E_tot ... -892.7736 Eh
HOMO level ... -5.204 eV
Net charge ... -1
E_LUMO ... 3.82 eV
Gap between HOMO and LUMO ... 9.025 eV

Each line ends with the Löwdin charge.
Atoms and positions in Å:
Cl1 0.706 0.088 -1.177  0.19
O1 -1.242 1.447 0.324  -0.20
O2 2.857 -1.581 -0.045  0.11
O3 3.447 0.603 -0.545  0.08
O4 1.757 0.071 1.710  0.07
N1 -0.353 1.092 1.390  -0.02
C1 2.995 -0.438 -0.224  -0.67
C2 0.785 0.604 1.317  -0.47
H1 -0.570 1.129 -0.456  -0.09



Energy relative to the best compared isomer or geometry (same formula, charge and spin), respectively: 166.0, 74.1, 108.5, 94.6, 45.3, 10.7 kcal/mol.
Max |F|, respectively: 4.99, 1.95, 2.55, 7.12, 8.22, 3.07 eV/A.